Entry 1:
Entry from the OMol25 dataset: a molecular structure, C26H30AgN6O7PS4 (the ωB97M-V functional and the def2-TZVPD basis).

The geometry in ORCA input format:
```
! wB97M-V def2-TZVPD RIJCOSX def2/J DEFGRID3
* xyz -2 1
Ag -0.06 0.94 0.67
C 3.51 4.06 3.91
N 3.99 2.98 3.08
C 5.28 2.81 2.63
C 5.29 1.71 1.86
N 3.99 1.21 1.82
C 3.16 2.01 2.58
S 1.55 1.88 2.96
C 3.64 0.13 0.95
C 4.55 -0.92 0.80
C 4.26 -1.88 -0.15
C 3.10 -1.77 -0.89
C 2.25 -0.71 -0.62
N 2.51 0.23 0.29
H 4.37 4.59 4.32
H 2.89 3.66 4.71
H 2.89 4.75 3.33
H 6.08 3.48 2.91
H 6.08 1.27 1.29
H 5.43 -0.98 1.43
H 4.94 -2.71 -0.29
H 2.84 -2.49 -1.65
H 1.31 -0.60 -1.15
S -2.22 2.46 -0.67
C -0.95 2.93 -1.72
S 0.66 2.35 -1.43
C -1.20 3.75 -2.84
C -2.49 4.27 -3.14
N -3.50 4.72 -3.45
C -0.17 4.13 -3.75
N 0.61 4.46 -4.53
C -3.67 -0.47 1.36
O -3.19 0.11 2.58
P -1.61 0.47 2.70
O -1.07 -0.63 3.74
C -1.68 -0.82 5.01
O -1.76 1.72 3.75
C -2.06 2.98 3.15
H -4.73 -0.26 1.30
H -3.52 -1.55 1.37
H -3.16 -0.04 0.50
H -1.35 -1.78 5.39
H -2.77 -0.81 4.93
H -1.37 -0.03 5.70
H -1.78 3.75 3.87
H -3.12 3.05 2.93
H -1.50 3.13 2.22
C -0.60 0.48 -5.57
C -1.20 -0.54 -4.64
C -1.73 -1.74 -5.11
C -2.31 -2.65 -4.24
C -2.38 -2.35 -2.89
C -1.86 -1.16 -2.40
C -1.27 -0.26 -3.27
S -3.17 -3.49 -1.79
O -4.42 -2.92 -1.37
O -3.17 -4.79 -2.43
N -2.22 -3.59 -0.47
C -0.88 -4.16 -0.66
C -0.08 -3.96 0.61
C 0.16 -2.49 1.00
O 1.20 -2.25 1.63
O -0.73 -1.66 0.65
H -0.45 0.07 -6.57
H 0.36 0.84 -5.18
H -1.24 1.36 -5.64
H -1.68 -1.96 -6.17
H -2.70 -3.60 -4.59
H -1.88 -0.92 -1.34
H -0.86 0.66 -2.89
H -2.09 -2.67 -0.02
H -0.37 -3.68 -1.50
H -0.99 -5.22 -0.90
H 0.90 -4.43 0.51
H -0.60 -4.44 1.45
*
```

As for the gap between HOMO and LUMO: 0.189 Ha. The HOMO energy comes out at -0.0498 Eh.



Entry 2:
Entry from the OMol25 dataset: C20H22N4O2 in the gas phase (the ωB97M-V functional and the def2-TZVPD basis).

The geometry in ORCA input format:
```
! wB97M-V def2-TZVPD RIJCOSX def2/J DEFGRID3
* xyz 0 1
C -1.63 -3.29 1.92
C -1.79 -3.47 0.62
C -2.12 -2.39 -0.37
N -2.33 -1.09 0.22
C -1.48 -0.04 0.15
N -2.01 1.15 0.36
C -1.26 2.26 0.24
C -1.82 3.53 0.45
C -1.05 4.65 0.25
C 0.29 4.55 -0.15
C 0.87 3.32 -0.34
C 0.11 2.16 -0.14
N 0.67 0.94 -0.22
C -0.05 -0.13 -0.06
C 0.75 -1.42 0.00
C 0.95 -1.96 -1.32
N 1.07 -2.38 -2.37
C 2.09 -1.05 0.66
O 2.21 -0.96 1.86
O 3.03 -0.86 -0.24
C 4.31 -0.39 0.22
C 5.35 -0.94 -0.74
H 5.15 -0.60 -1.75
H 6.35 -0.61 -0.44
H 5.33 -2.03 -0.74
C 4.29 1.14 0.23
H 5.25 1.52 0.58
H 3.51 1.49 0.89
H 4.11 1.51 -0.77
H 4.47 -0.77 1.23
H 0.25 -2.15 0.65
H 1.90 3.22 -0.65
H 0.87 5.45 -0.31
H -1.48 5.63 0.40
H -2.85 3.60 0.74
C -3.70 -0.82 0.61
C -4.61 -0.44 -0.53
C -4.23 -0.20 -1.77
H -4.94 0.08 -2.53
H -3.20 -0.27 -2.09
H -5.65 -0.35 -0.25
H -3.69 0.00 1.33
H -4.09 -1.71 1.10
H -3.04 -2.67 -0.90
H -1.34 -2.34 -1.14
H -1.70 -4.45 0.18
H -1.40 -4.10 2.58
H -1.72 -2.31 2.37
*
```

As for the gap between HOMO and LUMO: 0.298 Ha. The HOMO energy comes out at -0.3028 Eh.



Entry 3:
Entry from the OMol25 dataset: 2 unconnected molecules or ions with the total composition C11H15O6 (the ωB97M-V functional and the def2-TZVPD basis).

The geometry in ORCA input format:
```
! wB97M-V def2-TZVPD RIJCOSX def2/J DEFGRID3
* xyz 1 1
C 0.95 -2.22 2.32
C 1.92 -1.58 1.64
C 1.77 -0.37 0.78
C 0.72 0.42 0.41
C -0.71 0.29 0.93
C -1.87 0.65 -0.07
C -2.60 -0.70 -0.46
O -1.99 -1.27 -1.63
C -1.01 -2.19 -1.32
C 0.36 -2.00 -2.03
O -1.14 -3.10 -0.56
C 1.32 1.35 -0.65
O 0.84 2.20 -1.34
O 2.60 0.89 -0.99
C 3.04 0.28 0.17
O 4.04 0.39 0.75
H 1.06 -3.31 2.50
H 0.07 -1.73 2.77
H 2.91 -2.08 1.60
H -0.92 -0.69 1.40
H -0.76 1.04 1.78
H -2.64 1.24 0.48
H -1.54 1.22 -0.96
H -3.66 -0.46 -0.73
H -2.67 -1.40 0.40
H 0.45 -0.93 -2.33
H 1.21 -2.26 -1.36
H 0.42 -2.68 -2.91
O -0.73 4.82 -0.24
H -0.35 4.13 -0.83
H -0.12 5.58 -0.14
H -0.97 4.44 0.64
*
```

As for the gap between HOMO and LUMO: 0.269 Ha. The HOMO energy comes out at -0.4521 Eh.



Entry 4:
Entry from the OMol25 dataset: C2H3NO3 in the gas phase (the ωB97M-V functional and the def2-TZVPD basis).

The geometry in ORCA input format:
```
! wB97M-V def2-TZVPD RIJCOSX def2/J DEFGRID3
* xyz 0 1
C 0.30 0.06 -0.52
C 0.66 0.54 1.65
H -2.06 -1.09 -2.34
H 1.50 0.37 -0.47
H 0.18 0.54 2.71
N -0.28 -0.45 -1.64
O -1.46 -1.16 -1.29
O -0.37 -0.09 0.76
O 1.54 1.30 1.14
*
```

As for the gap between HOMO and LUMO: 0.345 Ha. The HOMO energy comes out at -0.3492 Eh.



Entry 5:
Entry from the OMol25 dataset: C3H3NO3 in the gas phase (the ωB97M-V functional and the def2-TZVPD basis).

The geometry in ORCA input format:
```
! wB97M-V def2-TZVPD RIJCOSX def2/J DEFGRID3
* xyz 0 1
C -0.06 0.36 0.10
C 1.25 0.57 0.16
C -0.32 -1.01 0.00
H -0.63 1.93 -0.44
H 1.68 1.56 0.14
H -1.97 -0.80 0.45
N 0.89 -1.50 -0.06
O -1.16 1.12 -0.14
O 1.77 -0.64 -0.16
O -1.46 -1.58 -0.04
*
```

As for the gap between HOMO and LUMO: 0.354 Ha. The HOMO energy comes out at -0.3458 Eh.



Entry 6:
Entry from the OMol25 dataset: 12 unconnected molecules or ions with the total composition F6H22O11P (the ωB97M-V functional and the def2-TZVPD basis).

The geometry in ORCA input format:
```
! wB97M-V def2-TZVPD RIJCOSX def2/J DEFGRID3
* xyz -1 1
P 0.36 0.16 -0.76
F 0.27 -1.40 -1.00
F 0.68 -0.10 0.81
F 1.97 0.11 -1.22
F 0.40 1.76 -0.44
F 0.04 0.47 -2.34
F -1.23 0.20 -0.42
O -0.84 4.94 2.27
H -1.27 4.08 2.01
H -1.53 5.58 2.12
O -2.79 -3.91 2.13
H -2.56 -3.16 2.69
H -3.19 -4.64 2.64
O -1.33 -1.47 2.89
H -1.05 -1.05 2.06
H -0.80 -0.92 3.47
O 1.62 2.73 2.18
H 1.22 2.26 1.44
H 0.90 3.30 2.36
O 2.81 -1.03 -3.76
H 2.11 -0.52 -3.31
H 3.59 -0.48 -3.95
O 0.20 0.30 3.89
H 1.09 0.10 4.20
H 0.42 0.91 3.17
O 1.23 -3.88 -2.82
H 1.67 -3.10 -3.22
H 0.91 -3.65 -1.96
O -1.71 2.37 1.67
H -1.52 1.95 0.85
H -2.14 1.67 2.18
O -1.95 -2.93 -2.68
H -2.24 -2.99 -1.73
H -1.08 -3.39 -2.74
O -2.25 -0.23 -3.59
H -1.95 -1.08 -3.19
H -1.85 0.44 -3.06
O 4.20 2.22 -1.27
H 4.24 2.73 -0.45
H 3.39 1.67 -1.14
*
```

As for the gap between HOMO and LUMO: 0.378 Ha. The HOMO energy comes out at -0.2802 Eh.



Entry 7:
Entry from the OMol25 dataset: C7H13N3O4 in the gas phase (the ωB97M-V functional and the def2-TZVPD basis).

The geometry in ORCA input format:
```
! wB97M-V def2-TZVPD RIJCOSX def2/J DEFGRID3
* xyz 0 1
C 2.37 -0.46 0.49
C 1.30 0.63 0.11
C 3.82 -0.13 0.01
C -0.93 0.93 -0.61
C -0.85 2.17 0.26
C -2.32 0.35 -0.83
C -2.85 -0.52 0.24
H 1.89 -1.97 -0.87
H 2.36 -2.55 0.47
H 2.27 -0.45 1.57
H 4.54 -0.91 0.18
H 4.26 0.62 0.59
H 3.76 0.20 -1.08
H 0.15 -0.89 -0.35
H -0.59 1.43 -1.56
H -2.38 -0.14 -1.73
H -3.06 1.20 -0.96
H -3.87 -1.71 -1.07
H -4.18 -2.05 0.58
H -1.04 0.91 1.68
N 1.79 -1.82 0.15
N 0.05 0.07 0.06
N -3.77 -1.40 -0.12
O 1.48 1.85 -0.06
O -0.96 3.27 -0.16
O -2.48 -0.37 1.45
O -0.76 1.74 1.53
*
```

As for the gap between HOMO and LUMO: 0.364 Ha. The HOMO energy comes out at -0.3513 Eh.



Entry 8:
Entry from the OMol25 dataset: 8 unconnected molecules or ions with the total composition C22H63N3O13 (the ωB97M-V functional and the def2-TZVPD basis).

The geometry in ORCA input format:
```
! wB97M-V def2-TZVPD RIJCOSX def2/J DEFGRID3
* xyz 0 1
C 38.89 -9.21 -13.86
C 37.53 -9.41 -13.22
C 36.78 -10.65 -13.46
O 36.42 -10.72 -14.79
C 36.23 -11.97 -15.38
N 38.06 -9.35 -11.75
H 38.86 -9.27 -14.94
H 39.58 -9.99 -13.53
H 39.29 -8.21 -13.67
H 36.93 -8.54 -13.45
H 35.92 -10.69 -12.78
H 37.35 -11.54 -13.19
H 35.43 -12.47 -14.83
H 37.18 -12.50 -15.48
H 35.59 -11.83 -16.24
H 37.24 -9.34 -11.17
H 38.33 -8.37 -11.71
C 33.84 -19.40 -14.91
C 32.92 -19.12 -16.14
C 31.65 -18.54 -15.72
O 30.80 -19.52 -15.11
C 29.45 -19.19 -15.18
N 33.68 -18.51 -17.17
H 33.53 -19.50 -13.87
H 34.54 -18.59 -14.73
H 34.54 -20.20 -15.13
H 32.60 -20.08 -16.53
H 31.18 -18.13 -16.61
H 31.84 -17.74 -15.00
H 28.92 -19.91 -14.56
H 29.12 -19.40 -16.19
H 29.01 -18.22 -14.94
H 34.59 -18.90 -17.34
H 33.78 -17.54 -16.90
C 31.98 -21.78 -8.15
C 31.16 -21.14 -7.03
C 30.46 -19.88 -7.30
O 31.34 -18.90 -7.75
C 30.87 -17.66 -8.33
N 30.30 -22.23 -6.60
H 32.96 -22.16 -7.87
H 32.11 -21.03 -8.93
H 31.55 -22.57 -8.77
H 31.76 -20.96 -6.14
H 29.88 -19.55 -6.44
H 29.74 -20.07 -8.10
H 30.27 -17.81 -9.22
H 31.70 -17.07 -8.71
H 30.31 -17.13 -7.56
H 30.84 -23.09 -6.64
H 29.62 -22.28 -7.35
C 44.78 -15.76 -15.14
C 44.32 -16.54 -13.82
O 43.28 -15.90 -13.16
O 45.89 -14.95 -14.86
H 44.02 -15.07 -15.49
H 44.96 -16.41 -15.99
H 45.16 -16.59 -13.12
H 43.88 -17.51 -14.03
H 43.58 -15.59 -12.30
H 45.59 -14.43 -14.11
C 37.95 -15.33 -8.81
C 39.17 -14.61 -8.19
O 40.18 -15.61 -7.92
O 37.32 -16.17 -7.86
H 38.26 -15.90 -9.69
H 37.30 -14.62 -9.32
H 38.92 -14.10 -7.26
H 39.51 -13.94 -8.98
H 39.71 -16.20 -7.33
H 36.46 -16.48 -8.14
C 37.01 -9.52 0.02
C 37.94 -10.72 -0.43
O 38.88 -10.97 0.52
O 37.73 -8.30 -0.15
H 36.65 -9.71 1.03
H 36.12 -9.52 -0.60
H 38.35 -10.56 -1.43
H 37.32 -11.57 -0.73
H 39.62 -11.47 0.16
H 38.61 -8.37 0.24
C 45.02 -12.25 -1.56
C 44.05 -12.03 -2.77
O 44.73 -12.00 -4.05
O 44.28 -13.03 -0.62
H 45.28 -11.28 -1.14
H 45.83 -12.91 -1.86
H 43.47 -11.11 -2.69
H 43.31 -12.83 -2.83
H 44.29 -12.57 -4.68
H 44.97 -13.36 -0.04
C 35.87 -16.97 -2.18
C 37.23 -17.69 -1.93
O 38.13 -16.79 -1.32
O 35.33 -16.51 -0.95
H 35.19 -17.58 -2.77
H 35.99 -15.99 -2.65
H 37.54 -18.00 -2.92
H 37.16 -18.59 -1.32
H 38.77 -17.25 -0.77
H 36.10 -16.25 -0.45
*
```

As for the gap between HOMO and LUMO: 0.342 Ha. The HOMO energy comes out at -0.3368 Eh.



Entry 9:
Entry from the OMol25 dataset: a molecular structure, C27H30N3RhS (the ωB97M-V functional and the def2-TZVPD basis).

The geometry in ORCA input format:
```
! wB97M-V def2-TZVPD RIJCOSX def2/J DEFGRID3
* xyz 2 5
Rh -0.09 -0.15 -0.01
S -3.78 0.15 -2.44
C -4.28 -0.61 -0.97
C -3.24 -0.92 -0.15
C -1.99 -0.53 -0.66
C -2.13 0.08 -1.94
C -1.04 0.65 -2.68
C -1.18 1.28 -3.92
C -0.08 1.89 -4.50
C 1.15 1.85 -3.84
C 1.23 1.19 -2.62
N 0.17 0.62 -2.06
H -5.33 -0.76 -0.79
H -3.38 -1.40 0.80
H -2.14 1.30 -4.40
H -0.17 2.40 -5.44
H 2.03 2.31 -4.26
H 2.17 1.12 -2.09
C -0.29 6.62 2.23
C -0.75 5.49 3.15
C 0.05 5.55 4.45
C -2.25 5.64 3.48
C -0.57 4.18 2.41
C -1.24 3.99 1.20
C -1.06 2.81 0.50
N -0.28 1.84 0.95
C 0.37 1.97 2.12
C 0.24 3.14 2.86
C 1.19 0.82 2.52
C 1.98 0.78 3.67
C 2.74 -0.34 3.99
C 2.69 -1.41 3.09
C 1.90 -1.32 1.97
N 1.16 -0.25 1.69
C 3.58 -0.43 5.25
C 5.04 -0.64 4.81
C 3.08 -1.63 6.06
C 3.50 0.83 6.12
H -0.37 7.57 2.75
H -0.90 6.68 1.33
H 0.75 6.48 1.93
H -0.12 6.51 4.93
H 1.12 5.47 4.26
H -0.27 4.78 5.15
H -2.40 6.55 4.05
H -2.60 4.80 4.08
H -2.85 5.71 2.58
H -1.89 4.74 0.79
H -1.56 2.65 -0.45
H 0.75 3.25 3.80
H 1.99 1.64 4.32
H 3.26 -2.31 3.26
H 1.85 -2.15 1.27
H 5.17 -1.58 4.27
H 5.68 -0.67 5.69
H 5.37 0.17 4.18
H 3.20 -2.57 5.53
H 2.02 -1.51 6.31
H 3.64 -1.70 6.99
H 3.87 1.70 5.58
H 4.12 0.69 6.99
H 2.48 1.00 6.46
*
```

As for the gap between HOMO and LUMO (alpha / beta): 0.288 / 0.203 Ha. The HOMO energy (alpha / beta) comes out at -0.5312 / -0.5431 Eh.



Entry 10:
Entry from the OMol25 dataset: 10 unconnected molecules or ions with the total composition C10H40N20O10 (the ωB97M-V functional and the def2-TZVPD basis).

The geometry in ORCA input format:
```
! wB97M-V def2-TZVPD RIJCOSX def2/J DEFGRID3
* xyz 0 1
C 1.43 -2.02 6.16
O 0.22 -2.11 6.31
N 2.21 -1.74 7.07
N 2.12 -2.00 5.11
H 2.01 -1.83 8.06
H 3.15 -1.85 6.72
H 3.13 -2.08 5.18
H 1.63 -1.95 4.23
C -0.89 -0.12 0.00
O -0.83 -1.06 0.83
N -1.19 -0.13 -1.25
N -1.05 1.10 0.30
H -1.25 -1.08 -1.60
H -1.27 0.69 -1.84
H -0.77 1.32 1.25
H -1.26 1.83 -0.37
C -1.10 3.04 6.13
O -0.17 2.69 5.41
N -1.85 2.13 6.59
N -1.32 4.27 6.56
H -2.59 2.37 7.23
H -1.53 1.18 6.46
H -0.79 5.12 6.46
H -2.04 4.15 7.26
C -2.47 -5.01 -3.09
O -1.46 -4.27 -3.06
N -2.68 -6.04 -3.91
N -3.52 -4.77 -2.43
H -1.91 -6.14 -4.55
H -3.54 -6.56 -4.00
H -4.32 -5.38 -2.51
H -3.58 -3.85 -2.01
C 1.34 5.74 -1.29
O 0.56 4.90 -1.76
N 1.05 6.82 -0.69
N 2.67 5.72 -1.32
H 0.06 6.97 -0.60
H 1.78 7.51 -0.58
H 3.19 6.43 -0.82
H 3.11 4.98 -1.84
C 1.37 3.54 -6.89
O 1.52 3.26 -8.06
N 2.23 4.17 -6.17
N 0.41 3.02 -6.14
H 2.03 4.24 -5.18
H 3.14 4.33 -6.59
H -0.25 2.46 -6.67
H 0.22 3.31 -5.19
C -2.77 -1.06 -7.03
O -2.99 -0.56 -5.97
N -2.24 -2.32 -7.03
N -2.93 -0.60 -8.25
H -1.90 -2.79 -7.86
H -2.16 -2.74 -6.11
H -2.55 -1.00 -9.10
H -3.37 0.30 -8.32
C 4.57 3.49 4.48
O 5.58 4.21 4.44
N 4.11 3.04 3.41
N 4.08 3.04 5.63
H 4.38 3.57 2.59
H 3.19 2.64 3.49
H 4.50 3.47 6.44
H 3.18 2.58 5.61
C 3.47 -4.52 -3.95
O 4.52 -4.98 -4.09
N 2.94 -4.12 -2.79
N 2.48 -4.29 -4.78
H 1.93 -4.20 -2.85
H 3.41 -4.33 -1.92
H 2.68 -4.46 -5.75
H 1.59 -4.00 -4.41
C -4.47 -3.52 4.85
O -5.45 -3.48 4.16
N -3.32 -3.27 4.37
N -4.52 -3.80 6.12
H -3.15 -2.79 3.50
H -2.67 -3.05 5.11
H -5.42 -4.00 6.54
H -3.62 -3.76 6.57
*
```

As for the gap between HOMO and LUMO: 0.339 Ha. The HOMO energy comes out at -0.3341 Eh.



Entry 11:
Entry from the OMol25 dataset: 2 unconnected molecules or ions with the total composition C3H10NO2 (the ωB97M-V functional and the def2-TZVPD basis).

The geometry in ORCA input format:
```
! wB97M-V def2-TZVPD RIJCOSX def2/J DEFGRID3
* xyz 1 1
O -2.66 -0.17 0.90
C -1.89 -1.03 0.56
C -0.39 -0.69 0.62
C 0.46 -1.26 -0.50
N -0.26 0.79 0.72
H -2.11 -2.07 0.33
H -0.07 -1.07 1.60
H -0.01 -1.41 -1.47
H 0.85 -2.24 -0.29
H 1.29 -0.57 -0.65
H 0.71 1.13 0.75
H -0.81 1.27 1.43
H -0.52 1.27 -0.15
H 1.40 2.68 -1.44
H 2.40 1.51 -1.42
O 1.60 1.85 -0.99
*
```

As for the gap between HOMO and LUMO: 0.409 Ha. The HOMO energy comes out at -0.5393 Eh.



Number 1: E -107355.31871 eV. Number 2: E -31151.43088 eV. Number 3: E -23925.02174 eV. Number 4: E -9750.05261 eV. Number 5: E -10787.94597 eV. Number 6: E -48483.88406 eV. Number 7: E -20129.92167 eV. Number 8: E -54914.58609 eV. Number 9: E -46783.85032 eV. Number 10: E -61297.58228 eV. Number 11: E -8851.36889 eV.